Entry 1:
Molecular formula: C4H11NO
Method: DFT, ωB97M-V/def2-TZVPD

XYZ file:
```
17
Properties=species:S:1:pos:R:3:forces:R:3
C 0.25708 2.53664 -1.04707 -1.401 0.890 0.078
C 0.57348 1.08322 -1.15958 1.790 -0.586 0.687
N 0.64254 0.47653 -2.38072 -0.442 0.437 -0.476
O 0.98333 0.45636 -0.19367 -0.235 0.725 -0.431
H -0.17501 2.84620 -0.09381 0.105 -0.807 0.296
H -0.52899 2.85161 -1.74075 0.561 0.138 -0.461
H 1.15832 3.14792 -1.07955 0.086 -0.169 -0.642
H 1.16476 -0.37669 -2.41446 0.015 -0.292 0.222
H 0.55814 0.94884 -3.26206 -0.198 0.338 0.124
C 0.10645 -1.70621 1.40632 1.288 0.417 1.181
C -1.33735 -1.73506 1.92903 0.458 -0.578 -1.115
H 0.77904 -1.95580 2.24229 -0.157 -0.627 -0.194
H 0.30115 -2.39719 0.59706 -0.032 -0.179 -0.185
H 0.58212 -0.75096 1.13577 -1.223 -0.458 0.010
H -1.88966 -0.84008 1.64570 -0.052 0.124 0.656
H -1.86482 -2.55696 1.44481 -0.108 -0.061 -0.106
H -1.31058 -2.02836 2.97071 -0.454 0.689 0.356
```
Positions in Å, forces in eV/Å.

- Relative energy (zero: lowest compared OMol25 entry of this formula, charge and spin): 0.8191 eV
- HOMO-LUMO gap: 10.757 eV
- Total charge: 0
- LUMO level: 0.78 eV
- Calculated total energy: -288.98691 Eh
- HOMO energy: -0.367 hartree

=====

Entry 2:
Molecular formula: C14H18O5S
Method: DFT, ωB97M-V/def2-TZVPD

XYZ file:
```
38
Properties=species:S:1:pos:R:3:forces:R:3
C 3.42677 3.69316 2.20067 0.028 -0.216 0.036
C 3.41981 2.36962 2.95522 -0.386 0.162 0.055
C 2.23126 2.28368 3.91668 0.538 -0.143 0.107
O 0.98359 2.31329 3.25435 -0.233 0.060 -0.141
C 0.51837 1.20102 2.62867 -0.261 -0.080 -0.191
C 1.13112 -0.04917 2.62196 0.207 0.193 0.206
C 0.53282 -1.10921 1.96586 -0.271 0.072 -0.097
C -0.67717 -0.95859 1.30397 -0.025 0.094 0.141
C -1.30521 -2.11758 0.60151 0.288 -0.167 -0.484
S -0.26197 -2.81287 -0.74202 -0.146 -0.073 -0.056
C -0.47287 -1.63568 -2.13128 0.039 -0.023 0.466
C 0.12644 -0.26935 -1.83367 -0.084 0.061 -0.201
C -0.06963 0.66349 -3.00242 -0.037 -0.048 -0.002
O -0.81458 0.47645 -3.92565 -0.072 -0.096 -0.188
O 0.68480 1.76078 -2.88982 0.433 0.483 0.211
C -1.93424 -1.59169 -2.51465 -0.074 -0.457 -0.439
O -2.46154 -2.36119 -3.26632 -0.020 -0.042 -0.082
O -2.61376 -0.63227 -1.86731 -0.127 0.537 0.434
C -1.28405 0.29413 1.30633 0.078 -0.159 0.179
C -0.69708 1.35736 1.95821 0.211 0.141 0.129
H 2.48984 3.82073 1.66400 -0.052 0.073 -0.081
H 4.24404 3.71933 1.48437 0.051 0.083 -0.082
H 3.54386 4.52539 2.89115 0.011 0.137 0.037
H 4.33831 2.26159 3.53504 0.016 -0.090 0.016
H 3.36914 1.54683 2.23967 0.075 -0.076 0.064
H 2.30953 1.39501 4.55530 -0.073 0.093 -0.023
H 2.21660 3.16840 4.55997 0.026 -0.135 -0.011
H 2.06924 -0.21555 3.12727 0.092 0.039 0.049
H 1.01852 -2.07405 1.95921 0.095 -0.088 0.016
H -2.27360 -1.85821 0.17914 -0.045 -0.061 0.155
H -1.42384 -2.96577 1.27734 -0.084 -0.009 -0.053
H 0.06015 -2.12772 -2.94921 -0.174 0.071 0.049
H 1.19031 -0.35444 -1.60860 -0.062 0.011 0.046
H -0.36035 0.18460 -0.96656 0.165 0.002 -0.120
H 0.53196 2.35755 -3.64000 -0.165 -0.272 0.022
H -3.53243 -0.62112 -2.17894 0.173 -0.211 -0.107
H -2.22624 0.43478 0.79570 -0.085 0.002 -0.067
H -1.16494 2.32910 1.96929 -0.050 0.128 0.007
```
Positions in Å, forces in eV/Å.

- Relative energy (zero: lowest compared OMol25 entry of this formula, charge and spin): 0.0882 eV
- HOMO-LUMO gap: 8.912 eV
- Total charge: 0
- LUMO level: 0.54 eV
- Calculated total energy: -1318.70491 Eh
- HOMO energy: -0.308 hartree

=====

Entry 3:
Molecular formula: C33H44AsN4ORuSSi
Method: DFT, ωB97M-V/def2-TZVPD

XYZ file:
```
86
Properties=species:S:1:pos:R:3:forces:R:3
Ru 0.04094 -0.43572 -0.40279 0.314 0.273 0.584
C -0.03279 1.58084 2.26677 0.061 -0.001 -0.056
C -1.16218 1.99860 1.33629 0.095 -0.035 -0.038
N -0.85333 1.78478 -0.08732 -0.019 -0.112 -0.222
C -0.12421 2.87244 -0.76086 0.044 -0.018 0.128
C 1.32929 2.99503 -0.32513 0.003 -0.044 0.018
S 2.21914 1.40930 -0.36977 0.054 -0.137 -0.104
C 2.81009 1.17043 1.32752 -0.104 -0.027 -0.004
C 1.99105 0.17195 2.14917 0.003 0.158 -0.040
N 0.54706 0.27984 1.88384 -0.132 -0.256 -0.100
H -0.41667 1.55289 3.28775 0.011 0.013 0.063
H 0.75734 2.32525 2.26234 0.030 0.001 0.015
H -1.42088 3.04327 1.52819 -0.036 0.043 0.025
H -2.03880 1.39775 1.56137 -0.066 -0.017 -0.013
H -1.73532 1.66850 -0.57002 -0.119 0.049 -0.054
H -0.61561 3.83399 -0.58674 -0.035 0.041 -0.017
H -0.16134 2.67450 -1.83194 -0.007 -0.033 -0.045
H 1.42947 3.42179 0.67076 -0.004 0.012 -0.025
H 1.84388 3.66125 -1.01466 0.000 0.052 0.016
H 2.86605 2.15324 1.79204 0.021 -0.002 0.028
H 3.83039 0.80408 1.23889 0.057 0.014 0.025
H 2.21772 0.33250 3.20686 0.003 -0.012 0.052
H 2.29736 -0.84214 1.89888 0.016 -0.051 -0.032
H 0.06950 -0.44880 2.40169 0.000 0.009 0.173
C 0.06543 -2.72811 -3.94243 -0.093 -0.017 -0.093
C -1.20931 -2.28432 -3.30427 -0.092 -0.096 -0.020
C -2.44305 -2.51185 -3.98731 0.121 -0.081 -0.030
C -3.64583 -2.18885 -3.39507 -0.002 0.000 0.007
C -3.63531 -1.68612 -2.10730 0.111 -0.025 0.028
C -2.38312 -1.46870 -1.46943 -0.069 -0.036 0.152
N -1.18861 -1.72937 -2.11451 -0.178 0.201 -0.112
N -2.21798 -1.00402 -0.24059 -0.130 -0.054 -0.017
Si -3.44132 -1.18571 1.07501 0.084 0.063 -0.041
C -2.45749 -1.23478 2.65318 0.121 0.011 0.192
C -4.31163 -2.80604 0.88479 -0.071 -0.224 -0.118
C -4.62215 0.24065 1.02520 -0.131 0.177 -0.026
H 0.07125 -3.82117 -3.99532 -0.021 0.049 -0.020
H 0.92127 -2.40150 -3.36660 -0.015 0.015 0.025
H 0.14001 -2.34586 -4.96353 0.008 0.004 0.044
H -2.41634 -2.94647 -4.97935 0.030 0.042 0.045
H -4.57997 -2.34482 -3.91925 0.033 0.004 0.012
H -4.55390 -1.43034 -1.59688 0.071 -0.021 -0.017
H -1.54691 -1.83133 2.52215 -0.091 0.010 0.033
H -3.05238 -1.73306 3.42651 0.069 0.077 -0.063
H -2.19582 -0.24626 3.04279 0.014 -0.106 -0.019
H -3.60144 -3.61817 0.69705 -0.079 0.034 0.030
H -5.05197 -2.80775 0.08162 0.035 -0.058 0.096
H -4.83920 -3.03185 1.81703 0.033 -0.002 -0.078
H -4.14983 1.19812 1.26199 -0.097 -0.055 -0.028
H -5.41147 0.07228 1.76658 0.067 0.051 -0.073
H -5.10528 0.33546 0.04760 0.009 0.010 0.100
O 1.86170 -1.78951 -1.09070 -0.344 0.005 -0.088
As 3.45998 -1.21027 -1.95178 0.025 0.029 0.070
C 2.55739 -0.37554 -3.47117 -0.089 0.101 -0.037
C 3.19888 -0.26795 -4.70418 -0.001 0.026 0.044
C 2.57469 0.36814 -5.77274 -0.018 -0.010 0.051
C 1.30430 0.90887 -5.62465 0.004 -0.009 0.040
C 0.66553 0.83761 -4.39113 0.095 0.003 0.001
C 1.30406 0.21607 -3.32902 0.156 0.018 -0.249
C 4.07446 -2.84904 -2.73921 0.142 0.006 -0.048
C 3.65799 -3.38689 -3.95798 0.107 -0.075 -0.020
C 4.18597 -4.59163 -4.39397 -0.035 0.021 0.003
C 5.12013 -5.26759 -3.61335 0.028 0.003 0.062
C 5.53230 -4.73958 -2.39709 -0.018 -0.035 -0.051
C 5.01423 -3.52618 -1.96280 0.008 -0.062 -0.157
C 1.45900 -3.04013 -0.65389 0.118 0.083 0.088
C 1.62101 -4.20958 -1.37933 -0.085 -0.210 -0.142
C 1.08437 -5.39530 -0.88739 0.037 0.058 -0.021
C 0.37909 -5.43130 0.30897 -0.005 0.018 0.010
C 0.22452 -4.26169 1.03596 0.000 -0.020 -0.017
C 0.77711 -3.07873 0.56053 -0.002 -0.060 0.026
H 4.19237 -0.67639 -4.83960 0.015 -0.053 -0.039
H 3.08381 0.43727 -6.72554 -0.003 0.001 0.030
H 0.82053 1.39743 -6.46140 0.022 -0.026 0.031
H -0.32068 1.27115 -4.26027 0.051 -0.019 -0.014
H 0.82076 0.17632 -2.36258 -0.157 0.071 -0.185
H 2.91187 -2.88391 -4.55845 0.045 0.056 -0.038
H 3.87095 -5.00772 -5.34363 0.018 0.015 0.048
H 5.53147 -6.20782 -3.96038 -0.019 0.046 0.019
H 6.26275 -5.26391 -1.79467 -0.021 0.008 -0.019
H 5.34563 -3.10582 -1.02062 0.025 0.003 0.018
H 2.14463 -4.20475 -2.32476 -0.111 -0.072 0.167
H 1.22044 -6.30627 -1.45722 0.000 0.028 0.006
H -0.03021 -6.36309 0.67757 0.021 0.039 -0.028
H -0.29778 -4.27448 1.98639 0.038 0.022 -0.058
H 0.73337 -2.18431 1.17128 0.019 0.097 0.107
```
Positions in Å, forces in eV/Å.

- Relative energy (zero: lowest compared OMol25 entry of this formula, charge and spin): 1.2072 eV
- HOMO-LUMO gap (alpha / beta): 8.949 / 5.781 eV
- Total charge: +2
- LUMO level (alpha / beta): -4.54 / -7.73 eV
- Calculated total energy: -4595.97239 Eh
- HOMO energy (alpha / beta): -0.496 / -0.497 hartree
- 2S+1: 6

=====

Entry 4:
Molecular formula: C13H80F5INO34PS
Method: DFT, ωB97M-V/def2-TZVPD

XYZ file:
```
136
Properties=species:S:1:pos:R:3:forces:R:3
C 4.04106 -2.63589 2.06953 0.091 0.577 -0.516
C 2.86112 -1.91145 1.40196 0.952 0.016 -0.219
C 3.34026 -0.52325 0.95450 0.244 -0.387 0.867
N 2.33530 0.54603 1.04765 -0.149 -0.312 0.218
C 1.12098 0.25359 0.39362 1.070 0.146 -0.755
O 1.41789 -0.16068 -0.96213 -0.156 0.164 -0.505
C 0.17781 -0.10537 -1.61701 -0.917 0.143 -0.277
P 0.57689 -0.34956 -3.42207 1.554 -0.813 -0.524
O -0.62425 -1.34054 -4.06793 0.123 0.758 0.832
I 0.28536 1.76243 -4.66740 -0.382 0.019 0.238
C -0.34448 1.24134 -1.15593 -0.076 1.017 -0.766
C 0.03777 1.40106 0.33963 0.489 -2.119 -0.428
C -1.01116 1.05294 1.42109 -0.209 1.789 -0.151
C -2.37252 0.61078 0.87113 0.324 0.381 0.199
O -2.44790 -0.75038 0.52517 0.501 0.123 0.085
C -2.35579 -1.58703 1.66129 -0.839 -1.384 0.598
C -3.51641 -1.40041 2.63414 0.443 0.522 0.279
S 0.63063 3.10789 0.35535 -0.537 1.251 -2.598
O 1.89276 3.29755 -0.33663 0.078 -0.830 1.107
O -0.42392 3.90959 -0.26326 0.068 -0.609 1.288
C 0.86007 3.83122 2.05693 0.817 -0.329 0.145
F -0.27144 4.17755 2.61384 -1.248 -0.391 0.393
F 1.52492 4.96054 1.84693 0.658 0.759 -0.582
C 1.73576 3.02006 3.04362 -0.660 1.072 0.335
F 2.95230 2.91586 2.58386 1.081 -0.497 -0.615
F 1.21361 1.88345 3.37659 -0.428 -1.294 -0.018
F 1.82040 3.74209 4.16279 -0.091 0.698 0.654
H 4.92412 -2.52612 1.43501 0.041 0.008 -0.071
H 3.84410 -3.68870 2.17205 -0.057 -0.164 0.350
H 4.28551 -2.16138 3.01906 -0.047 -0.210 0.230
H 2.01959 -1.84439 2.08728 -0.167 -0.087 -0.020
H 2.62412 -2.50486 0.52106 -0.577 0.056 -0.009
H 3.81489 -0.58958 -0.02271 -0.185 0.047 -0.219
H 4.13985 -0.24010 1.64521 0.013 0.166 0.008
H 2.77093 1.37208 0.65737 -0.221 0.135 -0.186
H 0.59890 -0.62769 0.76424 0.075 0.113 0.745
H -0.47186 -0.96363 -1.38196 -0.085 0.084 0.410
H -0.82649 -1.98628 -3.37551 -0.307 -0.138 -0.011
H 0.30171 1.91891 -1.72378 0.035 0.162 0.130
H -1.33346 1.55489 -1.47083 -0.301 -0.428 0.295
H -1.18864 1.97035 2.00681 -0.252 -0.368 -0.188
H -0.58406 0.35922 2.13664 0.049 -0.193 -0.065
H -2.63685 1.16395 -0.01658 0.075 0.105 -0.124
H -3.11699 0.91007 1.59824 -0.145 -0.231 0.108
H -2.39485 -2.61434 1.29673 0.173 0.199 -0.237
H -1.41785 -1.51419 2.22032 0.179 0.309 -0.201
H -3.45683 -0.39181 3.05029 -0.228 -0.011 0.143
H -4.49502 -1.49046 2.18352 -0.054 -0.115 -0.258
H -3.43914 -2.06651 3.49238 0.019 -0.140 -0.412
O -3.23427 3.30166 -1.12332 -0.106 0.148 0.120
H -3.33013 3.88575 -1.88692 0.237 -0.185 -0.336
H -2.29729 3.39957 -0.88537 -0.200 0.140 0.172
O -0.19379 0.22299 -7.99406 -0.243 -0.105 -0.195
H -0.17974 -0.14731 -7.10749 0.016 0.001 0.026
H -0.26182 1.17039 -7.84915 0.063 0.043 -0.007
O 2.51417 -1.51633 -5.59378 0.068 -0.445 -0.166
H 3.38412 -1.92802 -5.67235 0.080 0.170 -0.104
H 2.04064 -1.82323 -6.37964 0.038 0.129 -0.071
O 2.89536 3.84898 6.94853 0.245 0.019 0.017
H 3.82079 3.56550 6.97987 0.021 -0.108 -0.049
H 2.70575 3.91970 6.00958 -0.066 0.044 0.070
O -1.53207 -3.39517 -5.91909 -0.139 -0.211 0.032
H -1.04266 -2.74540 -5.40010 -0.006 0.079 -0.029
H -2.27345 -2.90289 -6.28674 0.051 0.035 -0.109
O 5.15754 1.93758 6.59585 -0.077 0.047 -0.059
H 6.05188 1.58360 6.57166 0.054 0.084 0.040
H 4.75249 1.61262 5.78592 0.005 -0.067 -0.008
O -5.58233 4.40119 0.49659 -0.222 0.063 -0.165
H -5.10328 3.98742 1.22210 -0.064 -0.186 -0.009
H -5.03269 4.20472 -0.27068 0.337 0.108 0.131
O 2.15533 -4.83065 3.07213 0.148 -0.159 0.184
H 2.17467 -5.77697 2.90264 -0.033 -0.019 -0.030
H 1.44521 -4.72669 3.71334 -0.238 0.021 -0.203
O 2.18231 -4.48850 -4.26797 0.062 0.163 -0.048
H 2.45070 -3.80907 -4.89750 -0.201 -0.055 -0.012
H 1.48129 -4.97044 -4.71755 -0.009 -0.050 0.027
O -5.00167 1.35107 -0.01946 -0.284 -0.290 -0.110
H -4.70585 2.04349 -0.62281 0.317 -0.011 0.068
H -5.65862 0.85710 -0.52257 -0.108 0.101 -0.011
O 4.96847 1.88265 -0.63896 -0.179 0.342 0.234
H 5.32670 2.57651 -0.07132 -0.064 0.043 0.002
H 4.20952 2.30248 -1.06233 -0.024 -0.085 -0.132
O -3.13434 -6.28281 -6.17517 -0.001 -0.084 0.224
H -2.60732 -5.48992 -6.03125 0.182 0.209 -0.055
H -2.48572 -6.98302 -6.30018 -0.021 -0.026 -0.089
O -4.29063 -6.96366 -3.45336 0.153 -0.036 0.075
H -3.82649 -6.80941 -4.28760 -0.106 -0.038 -0.122
H -5.14493 -6.53838 -3.58098 -0.001 0.084 0.022
O -2.97434 2.88010 2.92274 -0.134 0.281 0.221
H -3.02096 2.51668 3.81419 -0.104 -0.090 -0.026
H -3.08926 3.82765 3.05425 0.032 0.031 -0.044
O 4.24767 -2.39976 -2.83075 0.007 -0.026 -0.198
H 4.51672 -1.71100 -3.44526 0.049 0.136 0.138
H 3.55034 -2.87624 -3.29485 -0.100 -0.103 0.266
O -7.22199 2.38060 -1.40090 0.049 0.168 -0.049
H -6.81061 3.03451 -0.81703 -0.132 -0.067 0.223
H -7.95471 2.84876 -1.81115 -0.028 -0.038 -0.041
O -5.43293 -4.31491 -3.97420 -0.001 0.169 -0.021
H -5.64050 -3.45734 -3.59134 -0.093 0.002 0.007
H -4.48408 -4.28589 -4.13294 0.025 -0.113 0.017
O 4.34762 6.23837 1.50582 0.043 -0.083 0.008
H 3.66731 6.18209 2.18258 -0.011 0.062 0.035
H 4.18941 5.47043 0.94879 -0.047 0.032 -0.064
O -0.61037 -1.45507 -10.86036 0.069 0.088 -0.026
H -0.15944 -0.78998 -10.32689 -0.030 -0.077 0.161
H -1.38220 -0.99686 -11.20314 -0.045 -0.025 -0.022
O -2.12107 -2.52680 5.04014 0.308 -0.094 0.353
H -2.50621 -1.78543 5.51930 -0.065 -0.002 -0.031
H -1.43897 -2.85742 5.63518 0.014 -0.040 -0.029
O -2.25054 4.24451 -3.61322 0.143 0.120 0.013
H -1.75343 5.04866 -3.42784 -0.008 0.055 -0.048
H -1.56675 3.57531 -3.76428 -0.179 0.009 0.023
O 7.48186 0.76815 0.17070 0.136 0.032 -0.118
H 7.83213 1.45186 0.74984 0.057 0.005 0.027
H 6.73194 1.19497 -0.26437 0.067 -0.364 -0.124
O 2.24030 3.04285 9.71798 0.010 -0.170 0.040
H 2.77097 3.29900 8.95307 -0.194 -0.024 -0.030
H 1.38195 3.43816 9.54227 0.010 0.144 0.065
O -0.19796 1.23115 8.97367 0.032 -0.021 -0.006
H -0.30225 1.93474 8.32786 0.001 -0.007 -0.059
H 0.72831 1.29606 9.24192 0.031 0.050 0.035
O 6.44425 1.53640 2.65788 -0.157 0.062 0.351
H 6.65150 0.63125 2.39445 0.025 0.031 -0.184
H 5.49781 1.61106 2.50205 -0.038 -0.017 -0.017
O -0.78965 -4.93038 2.89585 -0.056 -0.047 0.126
H -1.00562 -5.16325 1.98529 -0.055 0.088 0.021
H -1.64256 -4.73936 3.29975 -0.014 0.062 -0.031
O -3.07307 -4.65596 0.62176 -0.063 -0.111 -0.057
H -3.29353 -4.95018 -0.26844 0.035 -0.098 -0.030
H -3.92762 -4.48605 1.03213 0.010 0.011 0.042
O 2.87700 0.62457 -7.49289 0.134 0.094 0.126
H 2.87032 0.24049 -6.60684 -0.039 -0.060 -0.016
H 2.80731 1.57116 -7.34218 0.029 0.047 -0.087
O -6.00668 0.18692 2.38208 -0.211 0.129 0.034
H -5.48986 0.65210 1.70625 -0.034 0.057 -0.035
H -6.90404 0.50741 2.24855 0.004 0.031 0.029
```
Positions in Å, forces in eV/Å.

- HOMO-LUMO gap: 8.575 eV
- Total charge: 0
- LUMO level: -0.90 eV
- Calculated total energy: -4692.73804 Eh
- HOMO energy: -0.348 hartree